No. 1
Below is a structure of composition C4H5Cl2N2O in a non-equilibrium geometry, with properties calculated with the ωB97M-V functional and the def2-TZVPD basis.

Atoms and positions in Å:
C (-1.152824, 1.238947, -0.909040)
C (-0.279283, -1.844814, 0.567690)
C (0.842008, -0.821025, 0.682950)
C (0.346544, 0.542719, 0.178947)
N (-0.047924, 0.517678, -1.202803)
N (-0.928977, 1.429512, 0.366858)
O (-1.378835, -1.570485, 0.104917)
Cl (1.727119, 1.700629, 0.352115)
Cl (2.143711, -1.339226, -0.492519)
H (-1.822372, 1.821878, -1.512092)
H (0.139350, -2.793816, 0.963103)
H (1.433417, -0.824447, 1.599927)
H (0.521947, 0.033549, -1.853382)
H (-1.543885, 1.908900, 1.153330)

Cartesian forces (eV/Å) of the 3 atoms listed first:
1.7 0.6 -0.8
-0.7 0.2 0.0
-0.4 0.4 -0.6

Computed properties:
Maximum force, eV Å⁻¹: 3.3
E_HOMO, eV: -14.66
Molar mass, g/mol: 168.0
Relative energy (zero: lowest compared OMol25 entry of this formula, charge and spin), kcal per mole: 51.29
Charge: +1
Energy, eV: -34291.92961
Gap between HOMO and LUMO, Eh: 0.3708
Multiplicity: 1

No. 2
Below is an isolated molecule of C4H5Cl3NP in a non-equilibrium geometry, with properties calculated with the ωB97M-V functional and the def2-TZVPD basis.

Atoms and positions in Å:
C (1.514908, -0.047356, -1.486246)
C (0.436230, -0.554801, -0.586582)
C (-0.471359, 0.547604, 0.096393)
Cl (0.555690, 1.813880, 0.883902)
Cl (-1.664186, 1.231335, -1.051623)
C (-1.256657, -0.170186, 1.121132)
P (-1.209589, -0.738094, 2.750139)
Cl (-2.065242, 1.019585, 3.235195)
N (-2.183735, -1.026129, 1.286584)
H (2.130628, 0.799865, -1.000349)
H (2.346528, -0.808433, -1.614235)
H (1.356102, 0.237436, -2.536677)
H (-0.275605, -1.169132, -1.341624)
H (0.786287, -1.135574, 0.243993)

Cartesian forces (eV/Å) of the 3 atoms listed first:
4.1 0.9 0.2
-2.8 0.0 -2.5
0.0 -0.4 -0.9

Computed properties:
Maximum force, eV Å⁻¹: 4.2
E_HOMO, eV: -9.64
Molar mass, g/mol: 204.4
Relative energy (zero: lowest compared OMol25 entry of this formula, charge and spin), kcal per mole: 0.00
Energy, eV: -52573.82926
Gap between HOMO and LUMO, Eh: 0.3643
Multiplicity: 1

No. 3
Below is an isolated molecule of C4H5Cl3O in a non-equilibrium geometry, with properties calculated with the ωB97M-V functional and the def2-TZVPD basis.

Atoms and positions in Å:
C (-1.705025, 0.136045, -0.540673)
C (-0.529109, 0.998642, 0.101157)
O (-0.531998, 2.186611, 0.166092)
C (0.569152, 0.177651, 0.816302)
Cl (1.882086, 1.279252, 1.338755)
C (1.154055, -0.884643, -0.095023)
Cl (2.335462, -1.846414, 0.856548)
Cl (1.998645, -0.213275, -1.570961)
H (-1.742662, -0.908866, -0.377361)
H (-1.558706, 0.370925, -1.523044)
H (-2.642747, 0.644462, -0.333577)
H (0.127803, -0.277098, 1.682370)
H (0.643039, -1.663286, -0.520586)

Cartesian forces (eV/Å) of the 3 atoms listed first:
0.8 2.4 2.2
-1.1 -1.6 0.9
-0.4 0.2 -0.6

Computed properties:
Maximum force, eV Å⁻¹: 3.3
E_HOMO, eV: -10.36
Molar mass, g/mol: 175.4
Relative energy (zero: lowest compared OMol25 entry of this formula, charge and spin), kcal per mole: 15.78
Energy, eV: -43843.16315
Gap between HOMO and LUMO, Eh: 0.4006
Multiplicity: 1

No. 4
Below is an isolated molecule of C4H5Cl3O in a non-equilibrium geometry, with properties calculated with the ωB97M-V functional and the def2-TZVPD basis.

Atoms and positions in Å:
C (-1.510231, 0.569702, -0.740968)
C (-0.394236, 0.551676, 0.275630)
C (-2.615063, -0.445415, -0.468957)
C (0.663035, -0.444529, 0.052389)
O (-0.618696, 1.067636, 1.524468)
Cl (-2.168902, 2.205632, -0.759531)
Cl (-3.349794, -0.226928, 1.019593)
Cl (-1.935729, -2.070703, -0.791445)
H (-1.012240, 0.495362, -1.777065)
H (0.753992, -0.404355, -0.944123)
H (0.168388, -1.347009, 0.320730)
H (1.470844, -0.028215, 0.624138)
H (-1.048648, 1.909352, 1.342737)

Cartesian forces (eV/Å) of the 3 atoms listed first:
1.0 0.1 -1.1
-0.7 0.5 -0.4
1.8 -0.7 -0.7

Computed properties:
Maximum force, eV Å⁻¹: 4.0
E_HOMO (alpha / beta), eV: -7.08 / -11.06
Molar mass, g/mol: 175.4
Relative energy (zero: lowest compared OMol25 entry of this formula, charge and spin), kcal per mole: 2.19
Energy, eV: -43839.87857
Gap between HOMO and LUMO (alpha / beta), Eh: 0.2851 / 0.3575
Multiplicity: 3

No. 5
Below is an isolated molecule of C4H5ClF2 in a non-equilibrium geometry, with properties calculated with the ωB97M-V functional and the def2-TZVPD basis.

Atoms and positions in Å:
C (0.996104, 0.880462, -1.579322)
C (0.211794, 0.725886, -0.307292)
C (-0.033261, -0.549320, 0.263462)
C (-0.960698, -0.775903, 1.510656)
F (-0.272217, -0.869736, 2.669880)
F (-1.830327, 0.210265, 1.654345)
Cl (-1.797267, -2.352110, 1.319325)
H (0.299238, 1.368699, -2.319794)
H (1.984666, 1.434677, -1.445891)
H (1.491647, -0.042741, -1.938578)
H (-0.344956, 1.515588, 0.120911)
H (0.255276, -1.545766, 0.052298)

Cartesian forces (eV/Å) of the 3 atoms listed first:
1.3 0.6 -0.1
-0.2 -5.8 1.0
-0.9 3.6 0.8

Computed properties:
Maximum force, eV Å⁻¹: 5.9
E_HOMO, eV: -10.00
Molar mass, g/mol: 126.5
Relative energy (zero: lowest compared OMol25 entry of this formula, charge and spin), kcal per mole: 13.95
Energy, eV: -22185.34168
Gap between HOMO and LUMO, Eh: 0.3982
Multiplicity: 1

No. 6
Below is an isolated molecule of C4H5ClN2 in a non-equilibrium geometry, with properties calculated with the ωB97M-V functional and the def2-TZVPD basis.

Atoms and positions in Å:
Cl (-2.333439, -0.047798, -0.067466)
C (-0.530010, 0.193100, 0.133749)
C (0.205132, 1.343169, -0.225833)
C (1.617024, 0.963347, 0.301032)
N (2.133173, -0.214793, -0.245409)
N (1.347005, -1.321516, -0.259714)
C (0.139911, -0.999799, 0.356822)
H (-0.359818, 2.191418, -0.494494)
H (2.471085, 1.857667, 0.092958)
H (1.730720, 0.874069, 1.476400)
H (3.177313, -0.518768, -0.568043)
H (-0.304433, -1.836556, 0.781342)

Cartesian forces (eV/Å) of the 3 atoms listed first:
1.6 0.6 0.3
-0.3 3.4 -1.7
-0.9 -5.1 2.7

Computed properties:
Maximum force, eV Å⁻¹: 6.4
E_HOMO, eV: -8.08
Molar mass, g/mol: 116.6
Relative energy (zero: lowest compared OMol25 entry of this formula, charge and spin), kcal per mole: 101.19
Energy, eV: -19727.55668
Gap between HOMO and LUMO, Eh: 0.2946
Multiplicity: 1

No. 7
Below is an isolated molecule of C4H5ClN2 in a non-equilibrium geometry, with properties calculated with the ωB97M-V functional and the def2-TZVPD basis.

Atoms and positions in Å:
C (0.044894, -0.245385, 0.981123)
C (0.960462, 0.694857, 0.622737)
C (-0.665090, -0.994696, 0.138196)
C (0.391680, 0.567258, -1.776219)
N (1.276161, 0.788757, -0.745287)
N (-1.994152, -0.995236, 0.406605)
Cl (1.177578, 0.608207, -3.283882)
H (-0.135313, -0.502440, 2.030835)
H (1.697500, 1.182637, 1.303422)
H (2.161401, 1.089877, -0.935501)
H (-2.629109, -1.752150, 0.132541)
H (-2.286011, -0.441687, 1.125431)

Cartesian forces (eV/Å) of the 3 atoms listed first:
2.7 3.0 2.7
0.9 -1.1 0.1
-4.1 -2.4 -2.5

Computed properties:
Maximum force, eV Å⁻¹: 5.4
E_HOMO, eV: -7.70
Molar mass, g/mol: 116.6
Relative energy (zero: lowest compared OMol25 entry of this formula, charge and spin), kcal per mole: 117.08
Energy, eV: -19726.86780
Gap between HOMO and LUMO, Eh: 0.2985
Multiplicity: 1

No. 8
Below is a cluster of 2 separate species, C4H5ClN2 in total in a non-equilibrium geometry, with properties calculated with the ωB97M-V functional and the def2-TZVPD basis.

Atoms and positions in Å:
C (1.163392, -0.275158, 0.496535)
C (0.105452, -0.669915, 1.362183)
C (0.621877, 0.496491, -0.515173)
C (-0.978847, 0.006046, 0.921636)
N (-0.704314, 0.684677, -0.262938)
N (-1.696146, 1.391179, -0.811185)
Cl (-1.023317, 2.573044, -2.014535)
H (2.110915, -0.522099, 0.600230)
H (0.326470, -1.143633, 2.381520)
H (1.151560, 0.956972, -1.367690)
H (-2.000107, 0.156077, 1.184943)
H (-2.377816, 0.671872, -2.013857)

Cartesian forces (eV/Å) of the 3 atoms listed first:
-4.5 1.2 -1.5
1.2 0.3 2.0
2.0 0.2 -0.9

Computed properties:
Maximum force, eV Å⁻¹: 5.9
E_HOMO, eV: -8.64
Molar mass, g/mol: 116.6
Relative energy (zero: lowest compared OMol25 entry of this formula, charge and spin), kcal per mole: 128.81
Energy, eV: -19726.35896
Gap between HOMO and LUMO, Eh: 0.2992
Multiplicity: 1

No. 9
Below is an isolated molecule of C4H5ClN2O in a non-equilibrium geometry, with properties calculated with the ωB97M-V functional and the def2-TZVPD basis.

Atoms and positions in Å:
C (-2.041459, -1.814642, 0.344372)
N (-1.946370, -1.068349, -0.743195)
N (-2.063552, 0.388035, -0.650034)
C (-1.012532, 1.050467, -0.179231)
O (0.253743, 0.239019, 0.401936)
C (1.424835, 1.008970, 0.125863)
C (2.633395, 0.365907, -0.379774)
Cl (2.813160, -1.250830, -0.263800)
H (-2.062615, -2.822355, 0.248209)
H (-2.063053, -1.226248, 1.287877)
H (-0.968135, 2.206945, -0.091338)
H (1.494872, 2.118780, 0.191260)
H (3.537709, 0.804305, -0.292151)

Cartesian forces (eV/Å) of the 3 atoms listed first:
0.4 7.2 -1.7
-0.4 -0.5 1.7
4.1 0.2 2.3

Computed properties:
Maximum force, eV Å⁻¹: 8.1
E_HOMO, eV: -8.77
Molar mass, g/mol: 132.6
Relative energy (zero: lowest compared OMol25 entry of this formula, charge and spin), kcal per mole: 129.63
Energy, eV: -21773.81599
Gap between HOMO and LUMO, Eh: 0.3480
Multiplicity: 1

Question: Which of these has the highest relative energy (zero: lowest compared OMol25 entry of this formula, charge and spin)?
Answer: C4H5ClN2O